The following is a quantum chemistry calculation of 3 unconnected molecules or ions with the total composition C4H15NO2 in a non-equilibrium geometry, from OMol25.

calculated total energy	-9975.33927	eV
ΔE to the lowest compared entry with this formula, charge and spin	1.747	eV
F_max	0.0412	hartree/bohr
structure (SMILES)	CCN(C)C.O.O
total charge	0
Kohn-Sham gap	9.09	eV

XYZ file:
```
22
Properties=species:S:1:pos:R:3:mulliken_charge:R:1
C 0.7131 -1.1233 1.5134 -1.1861
C -0.3617 -0.1611 1.0287 -0.4678
N -0.6272 -0.4367 -0.4015 0.1096
C -1.9206 -1.0492 -0.7017 -1.0824
C -0.5850 0.8015 -1.2019 -1.0969
H 0.4012 -2.1671 1.6021 0.3113
H 1.6011 -1.0850 0.8922 0.2954
H 0.9892 -0.8710 2.5462 0.3786
H 0.1290 0.8134 0.9955 0.3230
H -1.3316 -0.0766 1.5271 0.3718
H -2.7250 -0.5096 -0.1829 0.3704
H -1.9306 -2.0964 -0.3890 0.2894
H -2.1154 -1.0836 -1.7693 0.3423
H -1.2030 1.5785 -0.7129 0.4141
H 0.4118 1.2440 -1.2172 0.3030
H -0.9393 0.5970 -2.2017 0.3315
O 1.6293 2.7625 3.6317 -0.6240
H 2.0662 3.0532 2.8348 0.3111
H 1.1866 3.5686 3.8905 0.3116
O 1.8387 -1.0309 -3.6663 -0.6252
H 1.6005 -1.0496 -4.6108 0.3134
H 1.1728 -1.6787 -3.4069 0.3061
```

***

The following is a quantum chemistry calculation of 2 unconnected molecules or ions with the total composition C5H8NP, from OMol25.

calculated total energy	-16089.90301	eV
ΔE to the lowest compared entry with this formula, charge and spin	0.000	eV
F_max	0.0083	hartree/bohr
total charge	0
Kohn-Sham gap (spin up / spin down)	8.57 / 7.53	eV
multiplicity	3

XYZ file:
```
15
Properties=species:S:1:pos:R:3:mulliken_charge:R:1
C -1.9612 -0.9746 -0.5774 -0.4607
C -2.5118 -0.1396 0.4307 -0.5940
C -0.7597 -0.4432 -0.9258 -0.3842
C -1.6163 0.8574 0.6614 -0.1314
C 3.3811 -0.7024 0.1153 -1.0186
N -0.5318 0.6817 -0.1676 0.2180
P 0.8266 1.6817 -0.3529 -0.1278
H -2.4161 -1.8617 -0.9693 0.3941
H -3.4601 -0.2735 0.9124 0.3848
H -0.0257 -0.7657 -1.6400 0.3816
H -1.6527 1.6842 1.3432 0.3293
H 2.6117 -1.4339 0.2323 0.3388
H 3.8426 -0.2743 0.9787 0.3347
H 3.7261 -0.4383 -0.8602 0.3351
H 0.5472 2.4021 0.8193 0.0002
```

***

The following is a quantum chemistry calculation of a molecular structure, C11H23O3P2Rh in a non-equilibrium geometry, from OMol25.

calculated total energy	-39502.70338	eV
F_max	0.0804	hartree/bohr
total charge	0
Kohn-Sham gap (spin up / spin down)	4.70 / 6.37	eV
multiplicity	5

XYZ file:
```
40
Properties=species:S:1:pos:R:3:mulliken_charge:R:1
C -1.1156 0.7348 -3.1077 -0.4396
C -1.7444 1.8821 -3.7098 -0.7136
C -0.7416 2.8866 -3.9175 -0.3530
C 0.5146 2.3596 -3.4722 -0.8447
C 0.2801 1.0237 -2.9588 0.1529
Rh -0.0400 -1.7095 -1.1530 -0.5748
P -0.5339 -3.7094 -0.6456 -0.2160
H -1.5600 -0.2153 -2.8243 0.4935
H -2.8043 1.9273 -3.9302 0.4116
H -0.9178 3.8822 -4.3378 0.3944
H 0.9961 0.3134 -2.5533 0.5256
H 1.4859 2.8288 -3.4615 0.3947
H 0.4427 -4.5777 -1.2343 0.0956
H -1.8117 -4.1595 -1.1306 0.0791
H -0.4979 -3.9253 0.7701 0.0326
C -3.0527 0.1004 1.6715 -1.2784
C -2.2134 0.5620 0.5016 0.0793
O -0.8012 0.6697 0.8365 -0.3419
P 0.2431 -0.5130 0.5458 1.1913
O 0.2904 -1.4300 1.8646 -0.4256
C -0.0672 -0.9736 3.1916 -0.2435
C 0.4774 0.3757 3.5642 -1.0045
O 1.6150 0.3348 0.5228 -0.3276
C 2.8243 -0.4068 0.2076 -0.2319
C 3.9539 0.5989 0.1897 -1.2757
H -2.9695 -0.9814 1.8165 0.2615
H -4.1059 0.3212 1.4576 0.4402
H -2.7768 0.6132 2.6010 0.2785
H -2.3227 -0.1348 -0.3550 0.0601
H -2.5078 1.5589 0.1501 0.3290
H -1.1623 -1.0217 3.2891 0.1731
H 0.3513 -1.7529 3.8507 0.3694
H -0.0909 1.1708 3.0585 0.2911
H 0.3562 0.5001 4.6429 0.4063
H 1.5329 0.4550 3.3122 0.2421
H 2.9896 -1.1812 0.9609 0.3083
H 2.7216 -0.9120 -0.7753 0.2922
H 4.0866 1.0672 1.1682 0.2992
H 4.8883 0.0660 -0.0477 0.3900
H 3.7875 1.3717 -0.5592 0.2792
```

***

The following is a quantum chemistry calculation of 6 unconnected molecules or ions with the total composition C25H40BClO11 in a non-equilibrium geometry, from OMol25.

calculated total energy	-62295.77794	eV
F_max	0.0280	hartree/bohr
structure (SMILES)	CC[C@@H](Cl)BCC=O.O=C1CCCO1.O=C1CCCO1.O=C1CCCO1.O=C1CCCO1.O=C1CCCO1
total charge	0
Kohn-Sham gap	10.00	eV

XYZ file:
```
78
Properties=species:S:1:pos:R:3:mulliken_charge:R:1
C -2.4949 2.2334 0.3526 -1.3097
C -1.2815 1.3931 0.7730 -0.2682
C -0.3178 1.0954 -0.3808 0.0434
Cl -1.1354 0.4544 -1.8525 -0.1968
B 0.5641 2.3621 -0.6437 0.1457
C 0.4950 3.2198 -1.9599 -0.2334
C 1.2935 4.5028 -1.8692 -0.1179
O 1.6655 5.0067 -0.8219 -0.5053
H -2.1901 3.2199 0.0056 0.2824
H -3.1056 1.7301 -0.3885 0.3322
H -3.1020 2.3933 1.2416 0.4436
H -0.7252 1.9845 1.4925 0.2651
H -1.6543 0.4933 1.2355 0.1718
H 0.3600 0.3176 -0.0277 0.2765
H 1.3338 2.6393 0.2195 -0.1061
H -0.5394 3.4801 -2.1953 0.3847
H 0.8905 2.6226 -2.7866 0.1082
H 1.5717 5.0067 -2.8162 0.3071
O -0.0735 1.6402 -5.1927 -0.6003
C 0.1255 0.5048 -5.5151 0.5211
C -0.9107 -0.5912 -5.6376 -0.2873
C -0.0485 -1.8513 -5.6828 -0.5052
C 1.2372 -1.3284 -6.3097 -0.4710
O 1.3421 0.0378 -5.8673 -0.3673
H -1.4708 -0.4432 -6.5622 0.2862
H -1.5823 -0.5846 -4.7841 0.2161
H -0.4922 -2.6766 -6.2360 0.3330
H 0.1494 -2.1954 -4.6668 0.2403
H 1.2017 -1.3349 -7.4010 0.2657
H 2.1201 -1.8726 -5.9841 0.3306
O -0.0289 6.3067 -8.8793 -0.5854
C 0.1502 5.8286 -7.7981 0.4601
C -0.4483 6.2861 -6.4799 -0.5330
C 0.4334 5.5798 -5.4527 -0.2997
C 0.8608 4.3303 -6.2112 -0.0321
O 0.9225 4.7389 -7.5958 -0.3894
H -1.4843 5.9479 -6.4336 0.2667
H -0.4068 7.3682 -6.3974 0.3332
H -0.0673 5.3565 -4.5126 0.1411
H 1.3048 6.1997 -5.2316 0.3156
H 0.1393 3.5228 -6.1162 0.0331
H 1.8373 3.9649 -5.9024 0.3343
O -0.2555 0.0117 3.0538 -0.6077
C -0.0476 -1.1700 3.0715 0.5416
C 0.2836 -2.0310 4.2677 0.3072
C 0.8220 -3.3032 3.6218 -0.6813
C 0.0738 -3.3198 2.2973 -0.1000
O -0.1203 -1.9300 1.9561 -0.3878
H -0.6346 -2.2136 4.8298 0.3056
H 1.0222 -1.5377 4.8921 -0.4242
H 0.6664 -4.2042 4.2113 0.4002
H 1.8937 -3.1970 3.4447 0.2437
H -0.9015 -3.7928 2.3836 0.0408
H 0.6356 -3.8044 1.5011 0.3463
O -3.0696 -4.4304 3.8381 -0.5519
C -2.9078 -5.5454 3.4418 0.5269
C -3.9515 -6.6305 3.2674 -0.4661
C -3.0979 -7.8903 3.1284 -0.4972
C -1.8184 -7.3377 2.5143 -0.4711
O -1.6962 -6.0031 3.0387 -0.2912
H -4.5236 -6.4187 2.3632 0.2691
H -4.6147 -6.6640 4.1265 0.2942
H -3.5548 -8.6757 2.5302 0.3288
H -2.8862 -8.3006 4.1166 0.2670
H -1.8725 -7.2766 1.4253 0.2800
H -0.9360 -7.9089 2.7915 0.3144
O 3.0212 -1.1802 5.7290 -0.5682
C 3.0690 -0.1030 6.2487 0.5771
C 1.9342 0.8917 6.4029 -0.1448
C 2.6744 2.1805 6.7537 -0.5984
C 3.9177 1.6473 7.4527 -0.4518
O 4.1910 0.3820 6.8235 -0.4003
H 1.2857 0.5549 7.2133 0.2812
H 1.3640 0.9709 5.4800 0.0988
H 2.1010 2.8721 7.3671 0.3426
H 2.9589 2.7001 5.8380 0.2691
H 3.7537 1.4729 8.5183 0.2554
H 4.7824 2.2949 7.3323 0.3223
```